# 1
Computed, not measured: a 2-piece molecular cluster, C2H10N4O overall, with wB97M-V/def2-TZVPD.

Geometry as XYZ:
```
17
Properties=species:S:1:pos:R:3
C 0.32991 -1.81935 -0.56540
N -0.11642 -0.40944 -0.60088
N -1.12770 -0.08545 -1.55439
C -0.47295 0.14048 0.84170
N -1.35510 1.03525 1.02545
H -0.79791 -0.34801 -2.47725
H -1.96533 -0.61361 -1.32760
H -1.53982 1.59270 0.19376
H -0.26626 -0.62688 1.57859
H 1.13779 -1.89335 0.16039
H 0.69643 -2.11047 -1.54974
H -0.50364 -2.45790 -0.27142
N 1.52126 2.08605 1.18632
O 1.37683 0.78726 0.66936
H 0.72582 0.24842 -0.67936
H 0.58027 2.50076 1.20183
H 1.77682 1.97355 2.16865
```

Output
highest occupied orbital energy: -0.2700 Eh
ΔE to the lowest compared entry with this formula, charge and spin: 138.1 kcal/mol
Kohn-Sham gap: 7.8 eV
calculated total energy: -376.2813 Ha


# 2
Computed, not measured: a 2-piece molecular cluster, C8H6FI2OP overall, with wB97M-V/def2-TZVPD.

Geometry as XYZ:
```
19
Properties=species:S:1:pos:R:3
O -2.09324 -0.93447 -2.72872
C -1.57518 -0.28144 -1.93754
C -0.94369 0.31718 -0.96262
C -1.81064 0.69234 0.15421
I -3.88930 0.62950 -0.16087
C -1.26164 1.22824 1.31879
C 0.14666 1.33169 1.46158
C 1.00395 1.15385 0.42331
C 0.46455 0.72474 -0.90208
C 1.24777 0.75361 -2.02268
F 0.60035 0.30364 -3.10309
I 3.20622 1.40836 -2.36127
H -1.92721 1.65975 2.21275
H 0.40052 1.72226 2.53061
H 2.09400 1.28217 0.57418
P 0.81823 -2.48509 1.21389
H 0.27039 -3.78513 0.94520
H 1.06806 -2.88989 2.61107
H 2.18022 -2.83132 0.73327
```

Output
highest occupied orbital energy (alpha / beta): -0.2719 / -0.2719 Eh
ΔE to the lowest compared entry with this formula, charge and spin: 12.2 kcal/mol
Kohn-Sham gap (alpha / beta): 7.2 / 7.2 eV
SMILES: O=C=c1c(I)ccc/c1=C(/F)I.P
calculated total energy: -1420.1577 Ha


# 3
Computed, not measured: a 2-piece molecular cluster, C36H39N2O3 overall, with wB97M-V/def2-TZVPD.

Geometry as XYZ:
```
80
Properties=species:S:1:pos:R:3
C -4.45534 3.82014 -2.95448
O -4.24788 2.40718 -2.73628
C -3.01011 1.86960 -2.87258
C -2.88912 0.50500 -2.49789
C -1.65554 -0.05877 -2.31846
C -0.46122 0.69376 -2.56511
C 0.79537 0.12697 -2.27965
C 2.06288 0.74728 -2.44296
C 3.19018 -0.03614 -2.82374
C 4.41181 0.53266 -3.05826
C 4.59170 1.93114 -2.90436
O 5.84490 2.39994 -3.14096
C 6.09322 3.81854 -3.03418
C 3.51523 2.72730 -2.43353
C 2.28921 2.13248 -2.19933
C -0.61875 1.99761 -3.12907
C -1.85581 2.59777 -3.25405
H -5.53399 3.94707 -2.84928
H -3.92779 4.41143 -2.19241
H -4.13340 4.11755 -3.96278
H -3.81622 -0.03867 -2.33652
H -1.58069 -1.09731 -1.98898
H 0.80398 -0.92342 -1.98597
H 3.06646 -1.11144 -2.94189
H 5.27826 -0.04905 -3.36521
H 7.16614 3.91763 -3.20544
H 5.53240 4.36892 -3.80376
H 5.82730 4.18635 -2.03302
H 3.66120 3.79520 -2.24728
H 1.47640 2.73031 -1.79051
H 0.26359 2.53549 -3.46374
H -1.94521 3.61905 -3.63716
C -3.39340 2.37134 3.43032
N -2.89708 1.12045 2.89030
C -3.73779 0.12030 2.47752
O -4.96212 0.14801 2.55127
C -2.87120 -0.98734 1.87780
C -3.14692 -2.38786 2.46668
C -2.19352 -3.46996 1.99192
C -2.23521 -3.93312 0.66517
C -1.28168 -4.85467 0.21682
C -0.28698 -5.31434 1.08469
C -0.27854 -4.89954 2.42160
C -1.24481 -4.00316 2.87742
N -1.52158 -0.48007 2.09997
C -0.45836 -1.06655 1.45717
C 0.83672 -0.89499 1.83124
C 1.98336 -1.53709 1.24258
C 3.20869 -1.50003 1.94669
C 4.34319 -2.09437 1.41684
C 4.28380 -2.70146 0.14774
C 3.07404 -2.73762 -0.55639
C 1.92171 -2.17782 -0.00969
C -1.49740 0.92635 2.56348
C -1.04822 1.88960 1.45661
C -0.63655 1.16758 3.80919
H -4.47729 2.41774 3.31174
H -3.14330 2.44037 4.49660
H -2.93309 3.21598 2.90651
H -3.10326 -1.01077 0.79088
H -3.13228 -2.33761 3.56701
H -4.17634 -2.65203 2.18285
H -3.01017 -3.56343 -0.01394
H -1.31960 -5.21384 -0.81371
H 0.46098 -6.02547 0.73420
H 0.47432 -5.27804 3.11520
H -1.25515 -3.67514 3.92172
H -0.72290 -1.79972 0.68214
H 1.03988 -0.35884 2.75630
H 3.23710 -0.98238 2.91114
H 5.27497 -2.08411 1.98170
H 5.18702 -3.12791 -0.29170
H 3.03514 -3.20490 -1.54256
H 0.97787 -2.18579 -0.55320
H -1.62559 1.70776 0.54039
H -1.21144 2.91756 1.80095
H 0.01818 1.74508 1.24763
H -0.82147 0.39712 4.56903
H 0.42441 1.19055 3.54957
H -0.89724 2.14259 4.24151
```

Output
highest occupied orbital energy: -0.3485 Eh
charge: +1
Kohn-Sham gap: 4.4 eV
calculated total energy: -1730.1785 Ha


# 4
Computed, not measured: one molecule with the formula C19H26N4O3, with wB97M-V/def2-TZVPD.

Geometry as XYZ:
```
52
Properties=species:S:1:pos:R:3
C 7.13020 1.23166 -0.54230
O 6.55407 -0.03787 -0.34472
C 5.20176 -0.16784 -0.15497
C 4.71632 -1.45595 -0.34944
C 3.38567 -1.77846 -0.17832
C 2.48119 -0.78599 0.18108
N 1.13840 -1.06039 0.41798
C 0.37991 -1.89884 -0.48819
C -0.41068 -2.96570 0.28548
C -1.54292 -2.33160 1.08973
C -2.43009 -1.48825 0.17147
N -1.62002 -0.47785 -0.47546
C -1.55365 0.82579 -0.15080
O -0.70867 1.57966 -0.60409
C -2.62720 1.37331 0.80487
N -3.94280 1.30565 0.23668
C -4.42986 2.03256 -0.78840
C -5.71657 1.60257 -1.00479
C -5.92755 0.59106 -0.04952
C -7.15222 -0.22237 0.17038
N -4.84079 0.42746 0.68711
C -0.59232 -1.04664 -1.32540
C 2.95780 0.50761 0.38437
C 4.29738 0.83526 0.23675
O 4.77864 2.10401 0.45493
C 3.86717 3.12529 0.77161
H 8.15726 1.03420 -0.85115
H 7.13400 1.82539 0.37441
H 6.61673 1.79004 -1.32917
H 5.42982 -2.21267 -0.63490
H 3.06078 -2.79751 -0.31682
H 0.62939 -0.22572 0.67913
H 1.07829 -2.39419 -1.16983
H 0.26951 -3.49641 0.95197
H -0.82484 -3.68363 -0.42579
H -2.14572 -3.10499 1.56651
H -1.11987 -1.69816 1.87119
H -3.25844 -1.04328 0.72074
H -2.85378 -2.12567 -0.61283
H -2.36346 2.41798 0.99897
H -2.63476 0.82343 1.74822
H -3.83794 2.78221 -1.27335
H -6.41157 1.95909 -1.73680
H -7.38811 -0.80094 -0.72195
H -8.00125 0.42356 0.38889
H -6.99492 -0.90028 1.00442
H -0.05453 -0.22697 -1.80624
H -1.07143 -1.66476 -2.09053
H 2.24451 1.26790 0.66227
H 4.46418 4.03368 0.84514
H 3.11088 3.25158 -0.00963
H 3.37210 2.94195 1.73111
```

Output
highest occupied orbital energy: -0.2630 Eh
ΔE to the lowest compared entry with this formula, charge and spin: 77.9 kcal/mol
Kohn-Sham gap: 7.9 eV
SMILES: COc1ccc(N[C@H]2CCCN(C(=O)Cn3ccc(C)n3)C2)cc1OC
calculated total energy: -1184.3273 Ha


| no. | maximum force (eV/Å) |
| --- | --- |
| 1 | 0.405 |
| 2 | 3.495 |
| 3 | 1.557 |
| 4 | 0.752 |